# 1
Below is C12H37N3O5 as an isolated structure at a distorted geometry, with properties calculated with ωB97M-V/def2-TZVPD.

```
57
Properties=species:S:1:pos:R:3:forces:R:3:mulliken_charge:R:1
O 0.608 1.135 0.492 0.43 -3.65 4.58 -0.978
H 1.532 0.935 0.341 -0.81 -0.62 -0.61 0.538
H 0.134 0.446 0.027 0.36 1.38 -1.18 0.015
O 2.736 0.975 0.402 5.53 0.19 -0.56 -0.499
H 3.512 0.643 -0.050 0.35 -0.36 -0.12 0.277
H 2.721 1.911 0.198 0.03 1.06 -0.17 0.349
C 1.302 -2.210 -3.246 -0.41 0.53 0.20 -1.610
C 1.230 -1.706 -1.821 -1.24 -0.18 1.64 0.570
C -0.228 -1.383 -1.270 0.55 1.84 -1.23 -0.612
O -0.160 -0.615 -0.026 -2.58 -7.57 -1.64 0.557
C -1.393 -0.429 0.675 -2.08 -2.12 -0.64 -2.196
N 1.691 -2.740 -0.942 0.91 -0.96 0.60 -0.714
H 0.609 -3.047 -3.334 0.05 -0.09 -0.36 0.351
H 2.322 -2.537 -3.451 -0.11 -0.11 0.07 0.397
H 1.051 -1.421 -3.955 -0.17 -0.13 -0.09 0.383
H 1.909 -0.866 -1.673 -0.35 0.42 -0.11 0.106
H -0.846 -2.262 -1.083 0.16 -0.15 -0.34 0.387
H -0.645 -0.697 -2.007 -0.83 -0.13 -0.06 0.282
H -1.406 0.167 1.587 1.14 -0.13 -0.13 0.483
H -1.726 -1.444 0.891 -0.54 0.21 0.13 0.517
H -2.123 0.089 0.054 -0.10 -1.32 -0.14 0.429
H 1.039 -3.505 -1.045 0.10 -0.57 -0.12 0.386
H 1.517 -2.439 0.006 0.38 0.15 0.43 0.147
C -1.896 2.359 -0.438 0.09 -0.92 -1.14 -0.074
C -0.652 2.909 -1.149 -0.31 0.46 0.35 0.322
C -0.958 4.282 -1.805 0.74 -0.47 -0.68 -1.055
O -2.056 4.294 -2.720 -0.58 -0.92 0.67 -0.301
C -2.135 5.497 -3.421 0.17 0.55 0.28 -0.743
N 0.388 3.009 -0.130 -1.13 10.24 -3.61 -0.903
H -2.105 2.969 0.441 -0.36 0.14 -0.19 0.286
H -1.730 1.336 -0.102 0.44 1.90 -0.18 -0.748
H -2.733 2.202 -1.118 -0.45 0.70 0.04 0.474
H -0.223 2.280 -1.930 -0.55 -0.49 -0.28 0.192
H -0.084 4.530 -2.409 0.45 0.22 0.14 0.430
H -1.048 5.054 -1.041 -0.32 0.12 0.21 0.348
H -3.024 5.602 -4.043 0.02 -0.77 -0.13 0.255
H -1.229 5.611 -4.016 0.05 0.33 -0.26 0.300
H -2.236 6.335 -2.731 0.35 0.29 0.24 0.305
H 0.426 2.150 0.401 -0.64 1.88 0.36 0.439
H -0.086 3.653 0.487 0.47 1.10 0.62 0.214
C -1.294 -3.991 2.372 -0.38 0.20 -0.75 -1.599
C 0.131 -3.481 2.428 0.55 -0.99 1.01 0.984
C 0.187 -2.004 2.794 0.90 1.03 0.10 0.413
O 1.558 -1.498 2.909 -1.15 -1.37 -1.03 -0.404
C 1.685 -0.106 2.649 0.36 -0.28 0.59 0.427
N 0.899 -4.304 3.385 0.01 0.75 0.44 -0.763
H -1.324 -5.043 2.088 0.13 -0.12 0.21 0.410
H -1.774 -3.480 1.538 -0.34 0.08 -0.02 0.426
H -1.914 -3.845 3.257 0.33 0.07 0.16 0.294
H 0.558 -3.656 1.441 0.00 0.45 -0.41 -0.115
H -0.348 -1.755 3.710 0.09 -0.56 0.64 0.748
H -0.392 -1.422 2.077 0.91 -0.53 0.08 -0.718
H 2.736 0.121 2.471 0.17 -0.24 1.08 0.310
H 1.249 0.393 3.514 0.23 0.64 0.05 0.315
H 1.291 0.305 1.719 -0.88 -1.33 1.48 -0.536
H 0.889 -5.299 3.216 -0.27 0.05 -0.36 0.258
H 1.865 -4.008 3.385 0.10 0.11 0.10 0.244
```
Forces are in eV/Å.

Properties
Net charge: 0
Energy above the lowest of the compared OMol25 structures with the same formula, charge and spin: 965.27 kJ/mol
Highest occupied orbital energy: -7.085 eV
Max |F|: 0.212 hartree/bohr
2S+1: 1
Kohn-Sham gap: 0.275 hartree
LUMO energy: 0.4 eV

---

# 2
Below is a 3-piece molecular cluster, C15H24F3N2O3 overall at a distorted geometry, with properties calculated with ωB97M-V/def2-TZVPD.

```
47
Properties=species:S:1:pos:R:3:forces:R:3:mulliken_charge:R:1
C -0.103 -1.379 2.251 0.53 1.37 1.03 -0.860
C -0.006 0.105 1.488 -0.95 -0.35 -4.01 0.573
O -0.150 0.130 0.160 1.01 0.44 7.62 -0.589
O 0.285 1.252 2.363 -0.68 -2.79 -2.62 -0.305
C -0.804 2.240 2.376 -2.96 1.25 1.52 -0.081
C -2.288 1.608 2.761 1.11 -0.48 -2.19 -0.877
C -3.105 1.627 1.316 0.05 0.22 1.05 -0.177
C -4.447 0.684 1.296 0.12 1.13 -0.68 -0.108
O -5.514 1.247 2.182 1.24 -2.31 0.22 -0.522
C -4.176 -0.915 1.553 -0.86 0.09 -0.83 0.639
F -5.412 -1.651 1.097 3.65 1.49 1.46 -0.319
F -3.982 -1.295 2.973 -0.30 0.71 -4.71 -0.241
F -3.088 -1.332 0.638 -3.24 0.59 3.37 -0.248
H 0.978 -1.868 2.250 -2.33 0.99 -0.13 0.324
H -0.917 -2.080 1.787 1.71 1.63 0.60 0.123
H -0.402 -1.132 3.376 0.67 -0.63 -2.48 0.319
H -0.559 3.008 3.256 0.18 -1.80 -2.01 0.276
H -0.919 2.863 1.388 0.64 -1.27 1.60 0.119
H -2.184 0.515 3.181 0.10 1.75 -0.99 0.026
H -3.463 2.757 1.181 0.32 -2.53 0.07 0.249
H -2.421 1.395 0.396 -1.35 0.06 1.30 0.039
H -4.896 0.773 0.194 0.86 -0.66 2.42 0.236
H -5.537 0.748 3.057 0.52 1.02 -1.71 0.359
C 2.138 1.083 -2.275 -0.09 -0.01 0.03 -0.810
C 2.814 2.258 -2.975 -0.21 -0.35 -0.17 -0.625
C 3.448 3.248 -1.997 -0.98 0.36 0.50 -0.399
C 2.378 3.827 -1.085 -5.81 3.43 5.28 0.255
N 1.490 4.307 -0.329 7.08 -3.78 -6.11 -0.482
H 1.309 1.413 -1.641 0.15 -0.12 0.03 0.251
H 1.725 0.388 -3.013 0.06 0.07 0.06 0.289
H 2.853 0.534 -1.652 -0.13 0.05 0.00 0.245
H 2.073 2.774 -3.598 0.18 0.03 0.09 0.328
H 3.588 1.873 -3.648 0.04 0.19 0.05 0.359
H 3.931 4.063 -2.547 -0.13 0.02 0.23 0.307
H 4.211 2.752 -1.387 -0.20 0.11 0.06 0.276
C 0.425 -3.541 -1.236 -0.12 -0.02 0.05 -0.964
C 1.529 -2.990 -2.133 -0.45 0.10 -0.02 -0.016
C 2.930 -3.230 -1.567 -0.12 0.70 0.88 -0.408
C 3.064 -2.541 -0.218 1.05 3.77 7.59 0.296
N 3.175 -1.970 0.901 -0.84 -4.57 -8.94 -0.551
H 0.415 -3.049 -0.258 0.03 -0.01 -0.15 0.050
H -0.555 -3.372 -1.694 0.14 -0.03 0.10 0.353
H 0.548 -4.619 -1.079 -0.01 0.08 -0.01 0.369
H 1.366 -1.915 -2.277 0.12 -0.18 0.05 -0.098
H 1.456 -3.462 -3.118 0.18 0.05 0.06 0.366
H 3.686 -2.830 -2.251 0.01 0.01 0.27 0.301
H 3.117 -4.302 -1.444 0.02 0.18 0.16 0.351
```
Forces are in eV/Å.

Properties
Net charge: -1
Highest occupied orbital energy: -1.749 eV
Max |F|: 0.196 hartree/bohr
2S+1: 1
Kohn-Sham gap: 0.151 hartree
LUMO energy: 2.4 eV

---

# 3
Below is a 3-piece molecular cluster, C3H14N2O2 overall, with properties calculated with ωB97M-V/def2-TZVPD.

```
21
Properties=species:S:1:pos:R:3:forces:R:3:mulliken_charge:R:1
C -1.359 -0.568 2.327 0.36 0.26 -0.10 -1.309
C -0.302 0.248 1.575 -0.62 0.29 0.15 -0.540
N -0.747 0.575 0.232 0.22 -0.29 -0.46 -0.313
C 0.302 1.150 -0.587 0.36 0.26 0.18 -0.382
N -0.288 1.794 -1.759 -0.07 0.31 0.57 -0.634
H -2.071 0.106 2.795 -0.16 -0.01 0.11 0.392
H -0.875 -1.154 3.101 -0.08 -0.11 0.23 0.329
H -1.918 -1.227 1.666 0.10 -0.11 -0.14 0.337
H -0.117 1.162 2.155 0.27 0.00 0.09 0.353
H 0.651 -0.275 1.514 0.01 -0.14 -0.09 0.472
H -1.535 1.210 0.232 -0.13 -0.05 0.19 0.234
H 0.999 0.363 -0.889 -0.17 -0.07 -0.20 0.275
H 0.920 1.859 0.004 -0.13 0.01 0.01 0.281
H 0.456 2.250 -2.271 0.13 -0.19 -0.31 0.252
H -0.831 2.581 -1.393 -0.05 -0.18 -0.23 0.249
O 1.682 -0.042 -4.200 0.04 0.18 -0.11 -0.634
H 1.986 -0.742 -3.618 -0.08 -0.12 -0.03 0.316
H 1.007 -0.431 -4.767 0.07 -0.03 0.18 0.316
O 1.047 -3.016 1.221 0.34 -0.06 -0.04 -0.657
H 0.501 -3.501 1.844 -0.16 0.10 -0.05 0.320
H 0.494 -2.340 0.820 -0.23 -0.05 0.05 0.342
```
Forces are in eV/Å.

Properties
Net charge: 0
Energy above the lowest of the compared OMol25 structures with the same formula, charge and spin: 100.21 kJ/mol
Highest occupied orbital energy: -8.789 eV
Max |F|: 0.014 hartree/bohr
2S+1: 1
Kohn-Sham gap: 0.353 hartree
LUMO energy: 0.8 eV